Entry 1:
Molecular formula: C6H30NO9
Method: DFT, wB97M-V/def2-TZVPD

Element x y z (Å)
C: 0.1850 -2.8105 1.3325
C: 0.3154 -1.7860 0.1663
N: -0.5071 -0.6036 0.4032
C: -3.2744 0.5904 0.0451
C: -1.9078 1.1999 -0.2893
C: -0.6241 0.3385 -0.6958
C: 0.5252 1.4169 -0.7295
O: 1.2698 1.2893 0.4674
H: -0.0625 -3.7857 0.8920
H: -0.5242 -2.6025 2.1267
H: 1.2033 -2.9600 1.6770
H: 1.3916 -1.5460 0.2016
H: 0.2198 -2.1883 -0.8448
H: 0.0003 -0.1177 1.1389
H: -3.0407 -0.2192 0.7243
H: -3.9479 1.3457 0.4511
H: -3.8066 0.2512 -0.8439
H: -2.0359 2.0346 -0.9841
H: -1.4907 1.6628 0.6161
H: -0.9173 -0.2313 -1.5767
H: 1.2964 1.2549 -1.4866
H: 0.0202 2.3854 -0.7715
H: 2.5239 0.9826 0.1745
H: 3.4493 -0.2053 0.9017
O: 3.4116 0.2710 0.0671
H: -0.7211 1.7539 -2.8177
H: -0.3725 0.7781 -3.8698
O: -0.7051 1.6832 -3.7822
H: 2.1549 3.3289 0.5091
H: 1.2923 4.1671 -0.3395
O: 2.2230 3.9362 -0.2464
H: 2.3737 -1.3866 -1.9310
H: 3.1136 -0.2010 -1.4902
O: 2.7971 -0.6273 -2.3524
H: -2.4610 0.0007 -3.3221
H: -2.6320 -0.6682 -1.9665
O: -2.7658 -0.8212 -2.9139
H: -2.4673 -2.9549 1.3633
H: -2.7494 -1.9436 0.4024
O: -3.2529 -2.5429 0.9757
H: 2.2883 -0.8725 3.8142
H: 1.7480 -1.6813 2.7054
O: 2.2155 -1.8001 3.5406
H: 2.0349 1.2010 2.4335
H: 0.7098 1.5540 2.8826
O: 1.5030 1.1294 3.2416

- E_HOMO: -5.78 eV
- E_LUMO: 2.91 eV
- Net charge: -1
- Energy relative to the best compared isomer or geometry (same formula, charge and spin): 84.2 kcal/mol

Entry 2:
Molecular formula: C16H33BBr14N2S
Method: DFT, wB97M-V/def2-TZVPD

Element x y z (Å)
N: 6.0509 -2.9843 -2.7988
C: 4.9939 -3.0637 -3.8635
B: 3.8891 -4.1823 -3.4955
N: 2.9517 -3.8639 -2.3728
C: 2.1434 -3.0919 -2.8077
S: 1.2896 -1.9796 -3.6685
H: 6.3738 -2.0176 -2.7166
H: 6.8627 -3.4644 -3.1937
H: 5.4714 -3.3993 -4.8176
H: 4.5370 -2.0518 -3.9671
H: 3.7929 -5.2019 -4.0883
Br: 2.5017 3.4739 -0.0949
C: 2.1857 2.5676 -1.7891
C: 2.1227 1.0738 -1.6086
Br: 3.9007 0.3103 -1.3765
H: 2.9728 2.8836 -2.4693
H: 1.2296 2.9510 -2.1431
H: 1.7236 0.5948 -2.5017
H: 1.5339 0.7710 -0.7463
Br: 2.9086 6.0697 2.5149
C: 4.8024 6.5203 2.4795
C: 5.0834 7.6358 1.5078
Br: 5.0628 6.9936 -0.3313
H: 5.3406 5.6059 2.2490
H: 5.0398 6.8290 3.4968
H: 6.0866 8.0321 1.6599
H: 4.3635 8.4480 1.5681
Br: 8.4749 2.3633 1.7803
C: 6.7534 1.5255 1.4161
C: 5.6368 2.5346 1.4281
Br: 5.1550 3.0413 3.2479
H: 6.6239 0.7357 2.1515
H: 6.8565 1.0827 0.4262
H: 4.7309 2.1077 1.0035
H: 5.8829 3.4525 0.8982
Br: -3.3862 -2.2063 -2.2847
C: -2.5385 -3.3858 -0.9839
C: -1.3365 -2.7304 -0.3570
Br: 0.2046 -2.7402 -1.5962
H: -2.3021 -4.3120 -1.5029
H: -3.3058 -3.5808 -0.2347
H: -1.0110 -3.2908 0.5216
H: -1.5091 -1.6934 -0.0762
Br: -6.3023 -3.6630 0.6891
C: -6.6400 -4.5276 -1.0240
C: -6.6488 -6.0274 -0.8896
Br: -4.8409 -6.7351 -0.7338
H: -5.8836 -4.1635 -1.7164
H: -7.6183 -4.1651 -1.3376
H: -7.0593 -6.4893 -1.7864
H: -7.2015 -6.3759 -0.0209
Br: -4.7026 0.1719 0.6816
C: -6.5376 0.7250 0.3295
C: -7.1353 -0.0498 -0.8154
Br: -6.4744 0.5905 -2.5319
H: -6.5169 1.7980 0.1575
H: -7.0773 0.5203 1.2535
H: -8.2140 0.0971 -0.8541
H: -6.9190 -1.1142 -0.7698
Br: -6.3748 2.0060 4.3213
C: -4.6675 1.0689 4.2653
C: -3.8249 1.3910 5.4717
Br: -3.0146 3.1551 5.3217
H: -4.1916 1.3356 3.3263
H: -4.9247 0.0105 4.2492
H: -2.9873 0.6988 5.5485
H: -4.3872 1.3790 6.4020

- E_HOMO: -8.33 eV
- E_LUMO: -0.16 eV
- Energy relative to the best compared isomer or geometry (same formula, charge and spin): 18.0 kcal/mol

Entry 3:
Molecular formula: C19H24AsN5O3S3Si2V
Method: DFT, wB97M-V/def2-TZVPD

Element x y z (Å)
V: 1.0023 -1.3131 0.0646
S: 2.3735 -3.0546 -0.6238
C: 3.2360 -3.3551 0.8571
C: 4.3905 -4.2011 0.7582
N: 5.3220 -4.8665 0.6499
C: 2.8805 -2.8281 2.0511
S: 1.5075 -1.7714 2.2681
C: 3.6559 -3.0948 3.2263
N: 4.2656 -3.3105 4.1771
O: -7.5404 -2.6232 1.0847
S: -8.3118 -1.5359 0.5196
O: -8.5802 -0.4336 1.4275
O: -9.4188 -1.9354 -0.3218
C: -7.1529 -0.7481 -0.6525
N: -7.6592 0.0986 -1.5615
C: -6.7966 0.6628 -2.3886
C: -5.4306 0.4110 -2.3496
C: -5.0107 -0.4693 -1.3752
N: -5.8605 -1.0397 -0.5302
C: -3.5868 -0.8390 -1.1720
C: -2.5963 -0.5788 -2.1175
C: -1.2916 -0.9302 -1.8515
N: -0.9354 -1.5260 -0.7036
C: -1.8949 -1.8110 0.1956
C: -3.2173 -1.4807 0.0075
H: -7.2058 1.3569 -3.1166
H: -4.7523 0.9026 -3.0340
H: -2.8284 -0.1077 -3.0621
H: -0.4970 -0.7154 -2.5517
H: -1.5650 -2.3039 1.1010
H: -3.9720 -1.7135 0.7467
C: 1.0314 3.9517 -0.0209
Si: 1.1369 2.2401 0.7249
C: -0.5910 1.6441 1.1603
C: 2.1589 2.3071 2.2892
As: 1.9750 0.7288 -0.8549
Si: 4.2959 0.7297 -0.5166
C: 4.8302 -0.0576 1.0942
C: 5.0514 -0.1958 -1.9476
C: 4.8600 2.5151 -0.5751
H: 0.6304 4.6610 0.7112
H: 0.3783 3.9592 -0.8968
H: 2.0157 4.3064 -0.3332
H: -1.0974 2.3771 1.7964
H: -0.5700 0.7021 1.7236
H: -1.2089 1.4962 0.2670
H: 1.6743 2.9644 3.0192
H: 3.1625 2.6992 2.1020
H: 2.2606 1.3170 2.7387
H: 4.0207 -0.1081 1.8266
H: 5.6527 0.5140 1.5340
H: 5.1884 -1.0761 0.9196
H: 4.6869 -1.2252 -1.9828
H: 6.1394 -0.2261 -1.8348
H: 4.8190 0.2824 -2.9012
H: 4.5284 3.0786 0.3011
H: 4.4865 3.0203 -1.4693
H: 5.9547 2.5490 -0.5974

- E_HOMO (alpha / beta): -5.86 / -5.86 eV
- Spin multiplicity: 3
- E_LUMO (alpha / beta): 0.48 / 0.61 eV
- Net charge: -1
- Energy relative to the best compared isomer or geometry (same formula, charge and spin): 0.0 kcal/mol

Entry 4:
Molecular formula: C9H13BrN2OS
Method: DFT, wB97M-V/def2-TZVPD

Element x y z (Å)
C: 2.1844 0.8185 -0.1240
C: 0.4402 0.5786 -1.7185
C: 2.5060 2.1006 -0.6009
C: 0.6874 1.8405 -2.1922
C: 1.1779 0.0233 -0.6713
C: 1.5843 2.6158 -1.5254
C: -2.8754 -0.7602 -0.1674
C: -2.7451 -0.7779 1.3113
C: -1.3879 -0.6830 1.9806
N: 1.8635 -1.9729 1.1319
N: -0.7073 0.3622 1.7921
O: 0.4470 -2.5513 -1.0639
S: 0.4786 -1.5212 0.0284
Br: 1.8220 4.4186 -2.2489
H: 2.9596 0.4003 0.5944
H: -0.2691 -0.0104 -2.2988
H: 3.3812 2.6891 -0.3568
H: 0.1551 2.2990 -3.0871
H: -2.2432 -1.5408 -0.6192
H: -2.4578 0.2257 -0.5733
H: -3.8461 -0.8787 -0.4765
H: -3.4051 -0.1402 1.7864
H: -3.0457 -1.8055 1.7594
H: -1.2007 -1.4413 2.7266
H: 1.6044 -2.8738 1.5268
H: 0.1280 0.4817 2.4139
H: 2.7638 -1.8966 0.6723

- E_HOMO: -9.12 eV
- E_LUMO: 0.20 eV

Entry 5:
Molecular formula: C2H2OS
Method: DFT, wB97M-V/def2-TZVPD

Element x y z (Å)
C: -3.7459 0.4714 -0.0408
C: -0.4805 -1.8626 0.8647
O: -2.7444 -0.0137 0.0408
S: 0.4897 -1.9245 -0.4142
H: -0.4095 -2.7007 1.7242
H: -1.3254 -1.2527 0.8742

- E_HOMO: -8.85 eV
- E_LUMO: -0.37 eV
- Energy relative to the best compared isomer or geometry (same formula, charge and spin): 9.3 kcal/mol

Entry 6:
Molecular formula: C15H14N13O5SV
Method: DFT, wB97M-V/def2-TZVPD

Element x y z (Å)
V: -0.5779 0.7188 -0.2800
O: -0.7821 -1.3358 0.6455
C: -0.8434 -1.3129 2.0849
C: -1.7451 -0.1901 2.5485
N: -1.3581 1.0881 1.9134
C: -2.5402 1.8868 1.5759
C: -3.2786 1.1040 0.4887
O: -4.4728 0.9922 0.4316
O: -2.4272 0.4920 -0.3222
C: -0.2919 1.7868 2.6377
C: 0.8096 2.1795 1.6798
O: 1.6173 3.0350 1.8314
O: 0.7374 1.4191 0.5473
H: -1.6460 -1.6005 0.3015
H: 0.1816 -1.1671 2.4133
H: -1.2104 -2.2730 2.4528
H: -1.6943 -0.1048 3.6378
H: -2.7829 -0.4071 2.2853
H: -2.2211 2.8486 1.1686
H: -3.2071 2.0503 2.4259
H: 0.1840 1.1201 3.3668
H: -0.6542 2.6758 3.1560
N: 3.4813 -1.7106 1.1623
C: 2.9129 -1.3372 2.3835
N: 3.3317 -1.8759 3.5222
N: 2.5718 -1.2843 4.4559
N: 1.7531 -0.4531 3.8928
N: 1.9493 -0.4483 2.5525
C: 3.1159 -1.2875 -0.0796
N: 3.9724 -1.3671 -1.1309
N: 3.3061 -0.9323 -2.1682
N: 2.1150 -0.6282 -1.7457
N: 1.9359 -0.8101 -0.4418
H: 4.4030 -2.1083 1.2221
S: -1.9212 3.9337 -3.2677
C: -1.3200 3.0353 -2.0955
N: -0.8684 2.3934 -1.2129
N: -2.7793 -2.8022 -5.0296
C: -1.9620 -2.1736 -4.5138
C: -0.9385 -1.4005 -3.8992
C: 0.2798 -1.0629 -4.6069
C: 1.2321 -0.3475 -4.0124
C: 1.1010 0.0897 -2.5852
N: -0.2016 -0.1466 -1.9994
C: -1.1113 -0.9002 -2.6442
H: 0.3957 -1.3884 -5.6323
H: 2.1520 -0.0848 -4.5131
H: 1.3449 1.1523 -2.4791
H: -2.0483 -1.0604 -2.1246

- E_HOMO (alpha / beta): -5.64 / -5.65 eV
- Spin multiplicity: 2
- E_LUMO (alpha / beta): 0.53 / 1.09 eV
- Net charge: -1
- Energy relative to the best compared isomer or geometry (same formula, charge and spin): 41.7 kcal/mol

Entry 7:
Molecular formula: C3H9N3
Method: DFT, wB97M-V/def2-TZVPD

Element x y z (Å)
C: -2.4229 1.2090 0.3150
C: -1.7595 0.1411 -0.1594
N: -1.0521 -0.7318 0.6144
H: -2.8106 1.1328 1.3266
H: -2.6753 2.1201 -0.1967
H: -1.7374 -0.0803 -1.2338
H: -1.0571 -1.6866 0.2975
H: -0.2421 -0.5491 1.1944
N: 1.5621 0.5471 -1.0824
C: 2.3817 -0.2758 -0.2732
N: 1.8945 -1.3514 0.4400
H: 0.8414 1.0369 -0.5357
H: 1.0090 -0.0179 -1.7214
H: 3.4111 0.0262 -0.0838
H: 2.6572 -1.5204 1.0984

- E_HOMO (alpha / beta): 0.63 / -3.59 eV
- Spin multiplicity: 2
- E_LUMO (alpha / beta): 4.16 / 4.10 eV
- Net charge: -1
- Energy relative to the best compared isomer or geometry (same formula, charge and spin): 43.4 kcal/mol

Entry 8:
Molecular formula: C5H6O
Method: DFT, wB97M-V/def2-TZVPD

Element x y z (Å)
C: -2.6006 -0.0862 0.1748
C: -1.2636 -0.0683 0.4659
C: -0.0938 -0.0572 -0.3941
C: 1.1395 0.5054 0.1148
C: 2.2463 -0.4960 0.2873
O: 2.2756 0.4030 -0.7702
H: -3.2788 -0.4512 0.9494
H: -1.1443 -0.0980 1.5506
H: -3.0520 0.3599 -0.7005
H: 1.2032 1.3850 0.7620
H: 2.0601 -1.5400 0.0373
H: 2.9628 -0.3179 1.0943

- E_HOMO (alpha / beta): -8.28 / -8.47 eV
- E_LUMO (alpha / beta): -0.90 / -0.91 eV
- Energy relative to the best compared isomer or geometry (same formula, charge and spin): 124.3 kcal/mol

Entry 9:
Molecular formula: H5N2O2P
Method: DFT, wB97M-V/def2-TZVPD

Element x y z (Å)
N: -1.3876 1.3337 0.6934
N: 1.3166 -0.4518 0.0256
O: -1.0580 -0.0795 -1.4835
O: -1.2637 -1.4794 0.5511
P: -0.8084 0.0383 0.0715
H: -1.3012 1.6470 1.7150
H: 1.4333 -1.4006 0.3134
H: 1.7312 0.3746 0.4260
H: -0.7337 0.6685 -1.8352
H: -0.6859 -2.0880 -0.1048

- E_HOMO: -9.41 eV
- E_LUMO: 0.36 eV
- SMILES string: N=P(N)(O)O
- Energy relative to the best compared isomer or geometry (same formula, charge and spin): 57.6 kcal/mol

Entry 10:
Molecular formula: C3H4N2O4
Method: DFT, wB97M-V/def2-TZVPD

Element x y z (Å)
N: 0.2120 0.4610 0.8074
C: 0.5013 1.3526 -0.1769
C: -0.8103 -1.1880 -0.7624
C: -0.4006 -0.7563 0.6457
O: 1.1619 2.3989 0.3447
O: 0.2269 -1.7051 -1.4325
N: -0.6155 -1.5265 1.6603
O: 0.2431 1.3164 -1.3640
O: -1.9282 -1.0751 -1.2203
H: 1.3197 2.9771 -0.4326
H: -0.1453 -1.8989 -2.3166
H: 0.5216 0.7392 1.7228
H: -0.2865 -1.0954 2.5247

- E_HOMO: -10.50 eV
- E_LUMO: 0.44 eV
- SMILES string: [H]/N=C(\NC(=O)O)C(=O)O
- Energy relative to the best compared isomer or geometry (same formula, charge and spin): 1.1 kcal/mol

Entry 11:
Molecular formula: C3H13N2O
Method: DFT, wB97M-V/def2-TZVPD

Element x y z (Å)
C: 1.7108 -0.5279 0.3327
N: 2.0564 0.7859 0.8811
C: 0.2493 -0.6132 -0.2319
N: -0.6356 0.6400 0.1374
C: -1.4203 0.4544 1.3739
H: 2.4249 -0.5704 -0.4945
H: 1.9345 -1.2654 1.0926
H: 2.6106 1.4449 0.3011
H: 2.5074 0.8173 1.8222
H: 0.0843 -0.5509 -1.3057
H: -0.3280 -1.4531 0.1528
H: -1.2374 0.9542 -0.6296
H: 0.1127 1.2443 0.3312
H: -2.1530 1.2321 1.5764
H: -2.0187 -0.4656 1.2987
H: -0.7869 0.2361 2.2319
H: -1.7463 -1.4981 -2.7333
H: -1.7197 -0.3185 -3.5396
O: -1.6448 -0.5461 -2.5974

- E_HOMO (alpha / beta): -18.91 / -18.90 eV
- Spin multiplicity: 2
- E_LUMO (alpha / beta): -7.84 / -13.75 eV
- Net charge: +2
- Energy relative to the best compared isomer or geometry (same formula, charge and spin): 45.1 kcal/mol

Entry 12:
Molecular formula: C4H9NO
Method: DFT, wB97M-V/def2-TZVPD

Element x y z (Å)
C: -0.8769 -0.0776 1.4110
C: -1.9530 0.8842 1.3475
C: -2.0242 1.9368 2.2202
H: -1.1009 -1.0219 1.7691
H: -0.4736 -0.1645 0.3443
H: -0.1429 0.2462 2.1443
H: -2.7969 0.7514 0.6506
H: -2.6776 2.9216 2.1594
H: -1.4824 2.0305 3.2506
C: 1.9490 -1.8406 -2.7391
N: 2.7014 -0.6955 -2.4230
O: 0.9253 -1.7468 -3.4139
H: 2.2861 -2.7781 -2.3082
H: 2.4167 0.1975 -2.7167
H: 3.2499 -0.6431 -1.6961

- E_HOMO: -9.25 eV
- E_LUMO: 0.81 eV
- SMILES string: C=CC.NC=O
- Energy relative to the best compared isomer or geometry (same formula, charge and spin): 60.8 kcal/mol

Entry 13:
Molecular formula: C36H53AuBN4P2S
Method: DFT, wB97M-V/def2-TZVPD

Element x y z (Å)
Au: 0.1503 0.1207 -0.5907
C: -3.5387 1.7587 -0.8567
C: -2.7647 2.2937 0.3544
C: -3.3667 3.6313 0.7902
C: -2.9284 1.2954 1.5099
P: -0.9401 2.3691 -0.0633
C: -0.0956 2.6986 1.5616
N: 0.0960 1.4082 2.1797
B: 0.1976 0.2131 1.4317
N: 0.0097 -0.8937 2.2978
C: -0.4005 -2.2009 1.8489
P: -0.1906 -2.2207 0.0034
C: -1.7446 -3.0161 -0.6472
C: -1.6021 -3.2132 -2.1594
C: -2.8878 -2.0296 -0.3909
C: -2.0979 -4.3431 0.0353
C: 1.3363 -3.2474 -0.3327
C: 1.9511 -2.7428 -1.6446
C: 2.3296 -2.9970 0.8094
C: 1.0920 -4.7555 -0.4108
C: -0.2142 -0.3645 3.5808
C: -0.4769 -1.0038 4.7763
C: -0.6776 -0.2163 5.9069
C: -0.6074 1.1692 5.8366
C: -0.3377 1.8183 4.6344
C: -0.1505 1.0414 3.5072
C: -0.5414 3.8578 -1.1223
C: -0.5784 5.1674 -0.3250
C: 0.8794 3.6741 -1.6674
C: -1.5003 3.9436 -2.3127
H: -4.5557 1.5090 -0.5461
H: -3.0802 0.8515 -1.2515
H: -3.6091 2.4835 -1.6643
H: -4.3874 3.4547 1.1379
H: -3.4227 4.3482 -0.0267
H: -2.8174 4.0840 1.6172
H: -3.9961 1.1267 1.6680
H: -2.5125 1.6697 2.4455
H: -2.4670 0.3313 1.2877
H: -0.6997 3.3514 2.1948
H: 0.8590 3.1892 1.3577
H: -1.4533 -2.3753 2.0922
H: 0.1793 -3.0055 2.3035
H: -1.3397 -2.2789 -2.6606
H: -2.5575 -3.5536 -2.5651
H: -0.8511 -3.9585 -2.4155
H: -2.6896 -1.0646 -0.8545
H: -3.0661 -1.8657 0.6733
H: -3.8068 -2.4365 -0.8184
H: -1.4207 -5.1492 -0.2280
H: -3.0987 -4.6372 -0.2892
H: -2.1269 -4.2552 1.1226
H: 2.3003 -1.7147 -1.5300
H: 1.2495 -2.7876 -2.4811
H: 2.8122 -3.3658 -1.8954
H: 2.4037 -1.9485 1.0933
H: 3.3203 -3.3120 0.4785
H: 2.0812 -3.5832 1.6944
H: 0.4907 -5.0524 -1.2684
H: 0.6311 -5.1430 0.4985
H: 2.0652 -5.2413 -0.5117
H: -0.5249 -2.0838 4.8353
H: -0.8850 -0.6926 6.8553
H: -0.7583 1.7562 6.7323
H: -0.2721 2.8980 4.5894
H: 0.1360 5.1632 0.4983
H: -1.5633 5.4014 0.0705
H: -0.2896 5.9815 -0.9942
H: 1.6262 3.6206 -0.8772
H: 1.1201 4.5301 -2.3020
H: 0.9674 2.7700 -2.2726
H: -2.5048 4.2427 -2.0176
H: -1.5613 2.9986 -2.8586
H: -1.1236 4.6992 -3.0053
N: 3.8375 0.3135 -5.9260
C: 2.7946 0.2904 -5.4474
C: 1.4904 0.2521 -4.8451
C: 0.3359 0.2522 -5.6189
C: -0.8883 0.2126 -4.9737
C: -0.9125 0.1657 -3.5929
N: 0.1999 0.1620 -2.8494
C: 1.3829 0.2133 -3.4598
H: 0.4024 0.2845 -6.6979
H: -1.8147 0.2159 -5.5295
H: -1.8498 0.1310 -3.0526
H: 2.2574 0.2473 -2.8182
S: 2.4888 1.1459 -0.3158
C: 3.5916 0.1455 0.6439
C: 4.5817 -0.6045 0.0110
C: 5.4735 -1.3619 0.7567
C: 5.3823 -1.3877 2.1411
C: 4.4099 -0.6286 2.7789
C: 3.5286 0.1449 2.0377
H: 4.6532 -0.5811 -1.0695
H: 6.2437 -1.9327 0.2535
H: 6.0764 -1.9813 2.7213
H: 4.3458 -0.6259 3.8598
H: 2.7875 0.7552 2.5395

- E_HOMO: -9.80 eV
- E_LUMO: -2.95 eV
- Net charge: +1
- Energy relative to the best compared isomer or geometry (same formula, charge and spin): 2.8 kcal/mol

Entry 14:
Molecular formula: C2H2Cl2O2
Method: DFT, wB97M-V/def2-TZVPD

Element x y z (Å)
C: 0.7071 -1.4470 -1.2801
C: -0.6223 1.6111 1.1953
O: 1.4492 -0.7675 -1.9084
O: 0.2846 1.1772 0.4954
Cl: 1.3792 -2.8584 -0.4590
Cl: -0.9928 -1.3568 -1.0588
H: -1.5328 0.9570 1.3963
H: -0.6721 2.6844 1.6194

- E_HOMO: -10.49 eV
- E_LUMO: 0.43 eV
- SMILES string: O=C(Cl)Cl.C=O
- Energy relative to the best compared isomer or geometry (same formula, charge and spin): 43.6 kcal/mol

The DFT total energy results, record by record, are as follows: -978.52210; -37198.11736; -6191.43833; -3507.58933; -550.77338; -3010.35581; -283.85647; -269.14823; -604.32953; -527.22951; -306.08314; -287.73549; -2863.98102; -1148.23675 Eh.